A cluster of 5 separate species, C17H48N4O5 in total. Source: the OMol25 dataset; level of theory: ωB97M-V/def2-TZVPD.

energy relative to the best compared isomer or geometry (same formula, charge and spin): 2.039 eV
DFT total energy: -34601.29998 eV
SMILES: COC[C@H](C)N.COC[C@H](C)N.COC[C@H](C)N.COC[C@H](C)N.CO
E_HOMO: -0.33099 Eh

Element x y z (Å)
C  10.885  9.689  11.861
O  11.908  9.069  12.652
C  11.291  8.108  13.480
C  12.132  7.833  14.681
C  11.532  6.786  15.631
N  12.487  9.066  15.478
H  10.320  8.960  11.293
H  11.419  10.190  11.034
H  10.229  10.366  12.424
H  10.394  8.545  13.831
H  11.033  7.242  12.868
H  13.067  7.438  14.447
H  11.588  5.733  15.297
H  10.469  7.028  15.833
H  12.064  6.825  16.579
H  12.497  9.880  14.875
H  11.649  9.324  16.029
C  13.273  7.854  19.687
O  12.456  6.791  20.036
C  12.717  5.421  19.597
C  11.761  4.609  20.378
C  12.198  4.691  21.842
N  11.771  3.230  19.887
H  13.430  8.422  20.590
H  12.846  8.400  18.843
H  14.303  7.672  19.443
H  12.397  5.310  18.539
H  13.715  5.035  19.732
H  10.789  4.995  20.220
H  12.568  5.681  22.159
H  12.980  3.977  21.982
H  11.345  4.612  22.550
H  10.796  3.030  19.606
H  11.972  2.527  20.572
C  7.136  0.432  15.785
O  7.600  0.522  14.436
C  8.738  1.400  14.442
C  9.382  1.386  13.044
C  10.222  0.162  12.759
N  10.247  2.597  12.919
H  7.017  1.475  16.156
H  7.823  -0.059  16.491
H  6.150  -0.017  15.900
H  8.365  2.440  14.646
H  9.410  1.147  15.262
H  8.603  1.419  12.285
H  10.442  0.086  11.737
H  9.648  -0.722  12.909
H  11.039  -0.061  13.422
H  9.687  3.446  12.719
H  10.888  2.473  12.158
C  8.998  8.726  19.546
O  8.738  7.787  18.620
C  8.732  6.447  19.013
C  8.991  5.558  17.826
C  8.090  5.943  16.642
N  8.921  4.127  18.216
H  9.726  8.374  20.282
H  8.016  9.074  20.002
H  9.505  9.587  18.998
H  9.517  6.326  19.801
H  7.798  6.159  19.459
H  10.058  5.710  17.587
H  8.132  6.973  16.350
H  7.018  5.760  16.842
H  8.368  5.305  15.727
H  8.853  3.591  17.358
H  8.008  3.999  18.632
C  12.531  2.954  16.088
O  11.190  3.289  15.775
H  12.633  2.232  16.964
H  12.841  2.366  15.194
H  13.111  3.794  16.436
H  11.067  3.094  14.859

Population analysis type Löwdin, resulting atomic charges in e: atom 1 (C): -0.11, atom 2 (O): -0.18, atom 3 (C): -0.23, atom 4 (C): -0.40, atom 5 (C): -0.05, atom 6 (N): 0.05, atom 7 (H): 0.08, atom 8 (H): 0.09, atom 9 (H): 0.09, atom 10 (H): 0.11, atom 11 (H): 0.13, atom 12 (H): 0.11, atom 13 (H): 0.08, atom 14 (H): 0.07, atom 15 (H): 0.07, atom 16 (H): 0.05, atom 17 (H): 0.07, atom 18 (C): -0.13, atom 19 (O): -0.20, atom 20 (C): -0.17, atom 21 (C): -0.46, atom 22 (C): -0.05, atom 23 (N): 0.06, atom 24 (H): 0.08, atom 25 (H): 0.08, atom 26 (H): 0.08, atom 27 (H): 0.11, atom 28 (H): 0.13, atom 29 (H): 0.09, atom 30 (H): 0.08, atom 31 (H): 0.07, atom 32 (H): 0.09, atom 33 (H): 0.06, atom 34 (H): 0.05, atom 35 (C): -0.12, atom 36 (O): -0.18, atom 37 (C): -0.21, atom 38 (C): -0.39, atom 39 (C): -0.06, atom 40 (N): 0.03, atom 41 (H): 0.08, atom 42 (H): 0.09, atom 43 (H): 0.08, atom 44 (H): 0.13, atom 45 (H): 0.12, atom 46 (H): 0.14, atom 47 (H): 0.06, atom 48 (H): 0.07, atom 49 (H): 0.08, atom 50 (H): 0.10, atom 51 (H): 0.07, atom 52 (C): -0.15, atom 53 (O): -0.19, atom 54 (C): -0.21, atom 55 (C): -0.42, atom 56 (C): -0.06, atom 57 (N): 0.06, atom 58 (H): 0.08, atom 59 (H): 0.11, atom 60 (H): 0.11, atom 61 (H): 0.11, atom 62 (H): 0.12, atom 63 (H): 0.11, atom 64 (H): 0.05, atom 65 (H): 0.08, atom 66 (H): 0.10, atom 67 (H): 0.05, atom 68 (H): 0.07, atom 69 (C): -0.16, atom 70 (O): -0.16, atom 71 (H): 0.08, atom 72 (H): 0.09, atom 73 (H): 0.06, atom 74 (H): -0.01

***

A cluster of 7 separate species, C17H48N4O7 in total. Source: the OMol25 dataset; level of theory: ωB97M-V/def2-TZVPD.

energy relative to the best compared isomer or geometry (same formula, charge and spin): 6.773 eV
DFT total energy: -38694.96103 eV
SMILES: NC(N)=O.NC(N)=O.CC(C)O.CC(C)O.CC(C)O.CC(C)O.CC(C)O
E_HOMO: -0.33163 Eh

Element x y z (Å)
N  -4.169  2.838  1.216
C  -4.259  2.467  0.035
N  -5.461  2.453  -0.352
O  -3.290  2.183  -0.906
H  -3.254  2.708  1.665
H  -4.879  2.977  1.940
H  -5.621  2.044  -1.273
H  -6.183  2.647  0.357
N  1.330  0.599  -0.778
C  0.286  1.354  -0.539
N  -0.878  0.927  -1.021
O  0.372  2.483  0.208
H  2.180  0.885  -0.297
H  1.411  -0.205  -1.427
H  -1.711  1.487  -0.968
H  -0.923  0.158  -1.619
C  4.031  -0.434  1.793
C  3.052  0.549  2.300
C  3.610  1.086  3.564
O  2.900  1.469  1.489
H  4.938  0.063  1.660
H  3.614  -0.855  0.826
H  4.210  -1.313  2.419
H  2.134  0.071  2.518
H  4.541  1.649  3.429
H  3.829  0.425  4.361
H  2.843  1.726  4.001
H  2.122  1.853  1.773
C  0.129  -1.676  0.742
C  -0.138  -3.092  1.131
C  0.488  -3.349  2.559
O  -1.373  -3.304  1.153
H  1.210  -1.501  0.854
H  -0.331  -1.055  1.486
H  -0.189  -1.412  -0.249
H  0.352  -3.753  0.382
H  0.402  -4.468  2.734
H  -0.125  -2.839  3.382
H  1.510  -3.041  2.602
H  -1.730  -2.696  1.755
C  1.493  -4.079  -3.278
C  1.469  -3.010  -2.182
C  2.721  -3.218  -1.341
O  1.334  -1.804  -2.444
H  1.451  -5.080  -2.897
H  2.328  -3.952  -3.858
H  0.696  -3.834  -4.021
H  0.550  -3.291  -1.617
H  2.918  -4.253  -1.241
H  2.593  -2.871  -0.299
H  3.582  -2.885  -1.832
H  0.415  -1.575  -2.633
C  -2.386  0.528  -3.881
C  -1.951  -0.925  -3.701
C  -1.058  -1.351  -4.869
O  -1.354  -1.155  -2.666
H  -1.515  1.144  -3.776
H  -3.019  0.803  -2.999
H  -2.792  0.708  -4.843
H  -2.927  -1.409  -3.710
H  -1.548  -1.174  -5.793
H  -0.640  -2.357  -4.802
H  -0.191  -0.737  -4.874
H  -1.723  -1.949  -2.287
C  0.456  3.262  3.089
C  -0.952  3.544  2.810
C  -1.248  4.888  2.204
O  -1.639  2.724  2.136
H  0.579  2.234  2.946
H  0.700  3.504  4.155
H  1.144  3.741  2.439
H  -1.348  3.417  3.743
H  -2.118  5.269  2.668
H  -1.473  4.902  1.135
H  -0.430  5.610  2.297
H  -1.096  2.522  1.316

Population analysis type Löwdin, resulting atomic charges in e: atom 1 (N): 0.19, atom 2 (C): -0.66, atom 3 (N): 0.15, atom 4 (O): -0.12, atom 5 (H): 0.09, atom 6 (H): 0.15, atom 7 (H): 0.14, atom 8 (H): 0.14, atom 9 (N): 0.19, atom 10 (C): -0.55, atom 11 (N): 0.20, atom 12 (O): -0.09, atom 13 (H): 0.10, atom 14 (H): 0.10, atom 15 (H): 0.04, atom 16 (H): 0.03, atom 17 (C): -0.03, atom 18 (C): -0.70, atom 19 (C): -0.04, atom 20 (O): 0.05, atom 21 (H): 0.07, atom 22 (H): 0.09, atom 23 (H): 0.09, atom 24 (H): 0.13, atom 25 (H): 0.10, atom 26 (H): 0.07, atom 27 (H): 0.07, atom 28 (H): 0.03, atom 29 (C): -0.06, atom 30 (C): -0.64, atom 31 (C): -0.03, atom 32 (O): 0.04, atom 33 (H): 0.07, atom 34 (H): 0.09, atom 35 (H): 0.05, atom 36 (H): 0.14, atom 37 (H): 0.09, atom 38 (H): 0.10, atom 39 (H): 0.05, atom 40 (H): 0.09, atom 41 (C): -0.02, atom 42 (C): -0.63, atom 43 (C): -0.02, atom 44 (O): 0.01, atom 45 (H): 0.08, atom 46 (H): 0.05, atom 47 (H): 0.08, atom 48 (H): 0.13, atom 49 (H): 0.07, atom 50 (H): 0.07, atom 51 (H): 0.07, atom 52 (H): 0.07, atom 53 (C): -0.02, atom 54 (C): -0.64, atom 55 (C): -0.01, atom 56 (O): -0.01, atom 57 (H): 0.08, atom 58 (H): 0.08, atom 59 (H): 0.07, atom 60 (H): 0.15, atom 61 (H): 0.07, atom 62 (H): 0.07, atom 63 (H): 0.08, atom 64 (H): 0.16, atom 65 (C): -0.05, atom 66 (C): -0.64, atom 67 (C): -0.02, atom 68 (O): -0.05, atom 69 (H): 0.05, atom 70 (H): 0.11, atom 71 (H): 0.08, atom 72 (H): 0.11, atom 73 (H): 0.06, atom 74 (H): 0.09, atom 75 (H): 0.08, atom 76 (H): 0.10